This record from the OMol25 dataset describes a 32-piece molecular cluster, H64O32 overall at a distorted geometry. The level of theory is ωB97M-V/def2-TZVPD.

```
96
Properties=species:S:1:pos:R:3:mulliken_charge:R:1
O 2.39583 0.84868 -0.09449 -0.218
H 2.65638 0.25719 -0.82130 0.180
H 2.82961 1.70223 -0.31541 0.136
O 0.84864 4.83886 0.69491 -0.725
H 1.16815 4.04078 0.23374 0.333
H 0.71773 4.51881 1.59999 0.322
O 5.26646 1.82885 0.75049 -0.633
H 6.23489 1.82794 0.81918 0.269
H 5.05254 1.24594 0.00483 0.283
O -1.35515 -3.93735 -1.55079 -0.708
H -2.15699 -3.91676 -1.01464 0.287
H -1.59096 -3.64515 -2.44519 0.298
O -4.90769 3.52030 0.56389 -0.658
H -4.37833 3.99622 -0.08748 0.324
H -4.35017 2.74636 0.76727 0.293
O -2.79304 -0.72191 -4.35810 -0.663
H -2.85664 -0.15867 -3.57066 0.333
H -2.56860 -0.08509 -5.06864 0.337
O 4.03396 -0.98326 1.84101 -0.709
H 4.87145 -0.75369 1.41177 0.268
H 3.55702 -1.54912 1.19881 0.339
O 1.23774 -4.90714 -1.59098 -0.665
H 0.26633 -4.76202 -1.56622 0.352
H 1.32942 -5.84719 -1.73908 0.313
O 0.44082 4.81049 3.81978 -0.650
H 0.50010 3.95812 4.28335 0.316
H -0.47098 4.81739 3.45114 0.333
O 1.21587 -5.35686 1.87494 -0.607
H 0.83024 -5.75064 1.08373 0.289
H 0.48206 -4.94189 2.35249 0.316
O 0.41989 1.28261 -2.75188 -0.269
H 0.10404 2.18771 -2.62081 0.209
H 0.09168 0.78045 -1.98352 0.242
O -1.53788 2.26524 1.22939 0.284
H -1.07920 1.52710 0.80766 0.089
H -1.74311 2.00624 2.13995 0.149
O -3.10946 -0.92094 2.51134 -0.576
H -3.14570 -0.06554 2.95789 0.296
H -2.20250 -1.25542 2.63613 0.293
O -1.85188 5.32372 1.33523 -0.685
H -1.00086 5.18368 0.86860 0.421
H -2.22431 4.42861 1.44145 0.311
O -1.81859 -3.25171 -4.22919 -0.676
H -2.09984 -3.81289 -4.96050 0.279
H -2.31631 -2.43229 -4.30691 0.393
O -1.96821 1.39413 3.99384 -0.586
H -1.23312 0.83361 4.28044 0.270
H -2.30128 1.80694 4.80201 0.247
O 2.10179 0.11066 3.59678 -0.631
H 2.77475 -0.33885 3.03793 0.305
H 2.42404 1.03215 3.49360 0.341
O 3.39028 2.58310 2.94783 -0.743
H 3.71771 2.43728 2.03197 0.290
H 3.00970 3.47237 2.92281 0.340
O -3.73818 -3.68056 1.69929 -0.578
H -3.78934 -2.76910 2.06967 0.368
H -4.46265 -4.16990 2.12739 0.291
O -0.13449 -2.30334 0.49594 -0.560
H -0.42374 -2.85808 -0.26362 0.338
H -0.25869 -2.83363 1.30532 0.272
O -1.14895 3.24748 -1.44149 -0.488
H -1.49763 3.44412 -0.53776 0.062
H -1.29023 4.04333 -1.97545 0.183
O -0.75637 -3.43459 3.01294 -0.664
H -1.58082 -3.81659 3.31383 0.285
H -0.57241 -2.63394 3.53284 0.328
O 0.02550 -1.16585 4.43258 -0.749
H 0.40017 -1.58017 5.21567 0.298
H 0.75245 -0.78438 3.92613 0.496
O 1.16296 -3.78368 -4.40243 -0.657
H 1.38452 -4.32218 -3.63116 0.355
H 0.22364 -3.55215 -4.27986 0.364
O -3.31034 1.23396 -2.18396 -0.691
H -2.65357 1.85566 -1.83096 0.293
H -3.82681 0.94033 -1.40859 0.341
O 4.31227 -1.03724 -1.90254 -0.631
H 3.90598 -0.95825 -2.79414 0.289
H 3.82499 -1.79199 -1.50609 0.409
O 2.80162 -2.79056 -0.35542 -0.632
H 2.53126 -3.64800 -0.73290 0.245
H 1.95018 -2.46086 -0.00318 0.406
O -0.37843 0.32925 -0.29009 -0.810
H -0.49204 -0.58355 -0.03529 0.216
H 0.51753 0.57895 -0.02567 0.317
O -0.91684 1.48102 -5.24677 -0.668
H -0.46626 1.17924 -6.04217 0.322
H -0.36196 1.16942 -4.51483 0.415
O -4.73588 0.58309 0.38383 -0.539
H -5.69661 0.49540 0.42830 0.237
H -4.37827 -0.31551 0.43200 0.290
O 2.57564 0.05715 -3.89563 -0.593
H 2.62682 0.27158 -4.83443 0.262
H 1.88818 0.64169 -3.50457 0.367
O 2.95753 3.58060 -0.86571 -0.531
H 3.51700 4.36358 -0.80907 0.225
H 2.60396 3.55886 -1.77235 0.239
```

Computed properties:
ΔE to the lowest compared entry with this formula, charge and spin in eV: 0.843
HOMO energy in Ha: -0.387
Energy in hartree: -2446.22744
Maximum force in hartree/bohr: 0.033
Multiplicity: 1
LUMO level in Ha: -0.0074

=====

This record from the OMol25 dataset describes C13H24AsF3N2OPdSi as an isolated structure. The level of theory is ωB97M-V/def2-TZVPD.

```
46
Properties=species:S:1:pos:R:3:mulliken_charge:R:1
Pd -0.43986 -0.30780 -0.24764 0.577
C -1.98859 2.81181 -1.74291 -1.212
C -1.54491 2.76149 -0.32182 0.699
C -1.89466 3.79686 0.58522 -0.554
C -1.48032 3.75213 1.90387 -0.532
C -0.72718 2.67922 2.35250 -0.462
C -0.41376 1.65988 1.42965 1.253
N -0.81132 1.75532 0.10078 -0.324
N 0.17357 0.50053 1.66628 0.003
Si 1.37867 -0.12174 2.92414 -0.141
C 0.40606 -1.21766 4.05042 -0.990
C 2.12326 1.36119 3.74744 -1.055
C 2.58015 -1.04975 1.86637 -0.932
H -1.68412 3.75283 -2.20224 0.455
H -3.07855 2.76631 -1.79050 0.371
H -1.57374 1.98331 -2.31268 0.043
H -2.49613 4.61919 0.22189 0.471
H -1.75020 4.54806 2.58480 0.485
H -0.40437 2.59189 3.37937 0.379
H -0.23830 -0.66102 4.73198 0.357
H 1.10816 -1.79303 4.65966 0.357
H -0.21083 -1.93343 3.50461 0.361
H 1.44487 1.84891 4.44850 0.343
H 2.49563 2.10382 3.03977 0.384
H 2.98073 1.01540 4.33144 0.393
H 2.09100 -1.86345 1.32613 0.264
H 3.34734 -1.49263 2.50597 0.405
H 3.08670 -0.40893 1.14260 0.312
F -2.78557 -1.07514 -1.65215 -0.208
C -2.64274 -1.21333 -0.32094 0.539
F -2.94298 -2.42565 0.04933 -0.193
F -3.38271 -0.31347 0.30819 -0.154
C -0.62357 -3.46498 -3.24040 -1.005
As 0.63389 -2.09074 -2.84631 0.739
C 2.40144 -2.65018 -3.27031 -1.060
C 0.20474 -0.48761 -3.79755 -1.155
O 0.61686 -1.73404 -1.15384 -0.644
H -0.54091 -3.69710 -4.30260 0.422
H -1.63112 -3.12630 -3.01100 0.309
H -0.38003 -4.34920 -2.65401 0.383
H 2.45445 -2.89042 -4.33165 0.412
H 2.64574 -3.53055 -2.67844 0.361
H 3.09293 -1.84428 -3.03232 0.365
H 0.61627 -0.55604 -4.80449 0.455
H 0.65990 0.35954 -3.28599 0.388
H -0.87586 -0.36921 -3.86111 0.335
```

Computed properties:
HOMO energy (alpha / beta) in Ha: -0.571 / -0.603
Energy in hartree: -3646.60492
Maximum force in hartree/bohr: 0.008
Multiplicity: 5
LUMO level (alpha / beta) in Ha: -0.2150 / -0.3384
Charge: +2

=====

This record from the OMol25 dataset describes a 5-piece molecular cluster, C27H65N4O6 overall at a distorted geometry. The level of theory is ωB97M-V/def2-TZVPD.

```
102
Properties=species:S:1:pos:R:3:mulliken_charge:R:1
C -3.25041 -8.29288 -3.85984 -0.610
O -2.45230 -7.98075 -2.68303 -0.394
C -1.78685 -6.73461 -2.90041 -0.685
C -1.25746 -6.05910 -1.55678 0.816
C -1.36272 -7.00956 -0.29284 -0.831
N -0.46168 -6.53160 0.84395 0.122
C -0.15405 -5.05917 0.65967 -0.110
C 0.65608 -4.46329 1.91636 -0.739
C 0.16348 -2.96239 2.19422 -0.688
C 0.86114 -1.90157 1.24324 -0.011
C 0.16741 -0.44939 1.34339 -0.607
N 0.13499 0.09765 -0.02940 -0.188
C 1.44758 0.63026 -0.39668 0.046
N 2.10713 0.15994 -1.40785 -0.571
N 2.06362 1.76653 0.34699 -0.571
C 0.69527 -4.98439 -0.68559 -0.849
O 0.09902 -5.67480 -1.80209 -0.368
H -3.03753 -9.33689 -4.24419 0.264
H -4.36021 -8.27164 -3.61691 0.246
H -3.01815 -7.59782 -4.72590 0.275
H -2.51731 -6.00842 -3.38686 0.314
H -0.90906 -6.79565 -3.61993 0.252
H -1.95045 -5.17327 -1.37400 0.119
H -2.40785 -7.03049 0.14382 0.271
H -1.08494 -8.06480 -0.58602 0.383
H 0.44391 -7.00280 0.67196 0.455
H -0.85027 -6.74029 1.76969 0.408
H -1.10130 -4.43802 0.61297 0.194
H 1.76999 -4.52480 1.77385 0.387
H 0.29467 -5.07527 2.80712 0.266
H 0.39600 -2.64648 3.26178 0.386
H -0.96132 -2.86528 2.06728 0.358
H 0.71860 -2.20492 0.15499 -0.100
H 1.98668 -1.84089 1.38503 0.305
H 0.79158 0.14772 2.07013 0.066
H -0.85165 -0.57313 1.80923 0.403
H -0.59717 0.79843 -0.16129 0.357
H 2.98505 0.70488 -1.44478 0.312
H 2.23690 1.50289 1.32391 0.318
H 1.29889 2.46006 0.39462 0.259
H 0.99711 -3.93784 -0.96650 0.406
H 1.66929 -5.53738 -0.45530 0.335
C -1.74343 -2.90932 -4.26911 -1.005
C -1.13553 -3.75424 -5.37666 -0.413
O -2.09865 -4.43622 -6.16239 -0.425
C -3.02872 -3.62378 -6.86632 -0.321
C -2.37806 -2.68972 -7.87148 -0.986
H -2.41645 -3.51166 -3.65126 0.197
H -0.95883 -2.49161 -3.63367 0.376
H -2.32655 -2.07788 -4.67015 0.370
H -0.50563 -4.52448 -4.92403 0.267
H -0.48000 -3.15204 -6.01347 0.397
H -3.65827 -3.07004 -6.16285 0.303
H -3.69015 -4.30937 -7.40133 0.334
H -1.76172 -1.93480 -7.37889 0.219
H -3.14028 -2.16755 -8.45371 0.391
H -1.73246 -3.24631 -8.55416 0.292
C -0.06333 4.10508 5.06789 -0.996
C 0.48342 3.55737 3.76170 -0.473
O -0.39676 2.65103 3.11026 -0.343
C -1.66197 3.16706 2.72307 -0.335
C -1.57127 4.31392 1.73110 -1.065
H -0.36378 3.28927 5.73087 0.306
H 0.69169 4.71153 5.57348 0.295
H -0.94204 4.73322 4.90468 0.307
H 1.39915 2.99905 3.97169 0.335
H 0.76357 4.36977 3.08300 0.371
H -2.24146 3.45352 3.60546 0.333
H -2.20001 2.33882 2.25351 0.348
H -1.10613 5.19497 2.17683 0.285
H -2.56817 4.60155 1.39005 0.411
H -0.97049 4.02887 0.86365 0.222
C -0.23003 7.45365 9.00305 -1.126
C 0.45064 6.22220 8.43063 -0.236
O 1.38151 6.51464 7.40088 -0.380
C 2.48209 7.33805 7.75857 -0.319
C 3.36164 6.73755 8.84153 -1.053
H -0.68464 8.04667 8.20547 0.310
H -1.00644 7.16404 9.71426 0.391
H 0.47864 8.09933 9.52624 0.266
H -0.30957 5.57716 7.98330 0.297
H 0.92960 5.63557 9.22156 0.299
H 2.13386 8.33602 8.04118 0.286
H 3.07857 7.46266 6.85149 0.325
H 2.83181 6.66032 9.79307 0.270
H 4.24455 7.36005 9.00276 0.392
H 3.68499 5.73199 8.56313 0.287
C 2.95993 4.83347 -5.77774 -1.041
C 1.81967 4.70764 -4.78189 -0.259
O 0.78910 3.83054 -5.20608 -0.428
C 1.16248 2.47869 -5.42250 -0.482
C 1.69592 1.79055 -4.17781 -0.917
H 2.57898 5.10718 -6.76476 0.285
H 3.67029 5.59523 -5.44960 0.389
H 3.50494 3.89312 -5.88756 0.259
H 1.35509 5.68791 -4.65444 0.334
H 2.19162 4.40951 -3.79566 0.251
H 1.87666 2.40916 -6.24892 0.329
H 0.25776 1.96011 -5.74971 0.285
H 2.64280 2.22679 -3.85192 0.256
H 1.86881 0.72997 -4.37324 0.486
H 0.98929 1.88547 -3.35105 0.248
```

Computed properties:
HOMO energy in Ha: -0.400
Energy in hartree: -1737.79160
Maximum force in hartree/bohr: 0.047
Multiplicity: 1
LUMO level in Ha: -0.1046
Charge: +1

=====

Q: Which of these has the highest multiplicity?
A: C13H24AsF3N2OPdSi